[1]
Computed, not measured: a cluster of 12 separate species, C32H59N12O15 in total in a non-equilibrium geometry, with wB97M-V/def2-TZVPD.

Values from the calculation:
Multiplicity: 1
Relative energy (zero: lowest compared OMol25 entry of this formula, charge and spin) in kJ/mol: 218.2
Molar mass in g/mol: 851.89
Charge: +1
Electronic energy in Ha: -3038.75325

Geometry (Å):
C (-19.460432, -65.420811, 29.655494)
C (-18.283282, -65.717376, 30.661906)
C (-18.490552, -67.038837, 31.540842)
C (-18.563191, -68.271695, 30.695802)
C (-17.100590, -68.456816, 30.326545)
C (-16.671590, -67.209172, 29.440319)
N (-17.022953, -65.904591, 29.899642)
O (-16.218401, -64.959842, 29.690008)
C (-17.112042, -67.356458, 27.976494)
C (-15.094844, -67.337863, 29.279639)
C (-18.322074, -64.553901, 31.569356)
H (-20.286905, -65.134582, 30.394974)
H (-19.620317, -66.206238, 29.000601)
H (-19.252573, -64.562001, 29.268151)
H (-19.430201, -66.853840, 32.140167)
H (-17.748550, -67.205156, 32.127481)
H (-19.331347, -68.381040, 29.896383)
H (-18.556887, -69.118662, 31.118415)
H (-17.104389, -69.297270, 29.599739)
H (-16.374923, -68.590834, 31.239987)
H (-16.675254, -68.315004, 27.368093)
H (-16.869580, -66.479031, 27.380430)
H (-18.100472, -67.459951, 27.754791)
H (-14.723576, -66.508695, 28.760160)
H (-14.629676, -68.286579, 28.764113)
H (-14.814547, -67.269109, 30.325650)
H (-19.156646, -64.706081, 32.087436)
H (-18.022381, -63.494402, 31.218761)
H (-17.698084, -64.781748, 32.334277)
N (-21.740021, -62.297486, 30.665505)
C (-22.126598, -63.578024, 31.077629)
C (-21.757724, -63.815050, 32.522472)
C (-20.882551, -62.611972, 32.838276)
C (-20.903225, -61.739991, 31.680489)
H (-22.018147, -61.715079, 29.916036)
H (-22.656550, -64.407368, 30.447825)
H (-22.080750, -64.532141, 33.246129)
H (-20.548471, -62.353250, 33.895832)
H (-20.616293, -60.617224, 31.852270)
N (-15.442984, -64.269721, 26.505781)
C (-16.694441, -63.625037, 26.271054)
C (-16.798793, -62.518535, 27.364651)
C (-15.596573, -62.640615, 28.214115)
C (-14.733497, -63.682674, 27.506300)
H (-14.986571, -64.832598, 25.877005)
H (-17.502359, -64.092633, 25.695007)
H (-17.535786, -61.763234, 27.608132)
H (-15.408296, -61.956505, 28.971492)
H (-13.776917, -64.139541, 27.980405)
N (-13.553237, -70.443194, 24.331442)
C (-12.468342, -70.679426, 25.191068)
C (-13.053704, -70.840820, 26.632702)
C (-14.525316, -70.808909, 26.478377)
C (-14.726743, -70.593621, 25.026767)
H (-13.541465, -70.382402, 23.473571)
H (-11.437885, -70.723220, 24.678793)
H (-12.477546, -70.995726, 27.428099)
H (-15.333995, -70.901485, 27.249475)
H (-15.480644, -70.409766, 24.271723)
N (-15.250654, -73.346409, 32.799024)
C (-15.689895, -74.033382, 31.694351)
C (-15.812878, -72.989508, 30.585338)
C (-15.374744, -71.643853, 31.117879)
C (-15.090143, -72.003147, 32.666102)
H (-15.209227, -73.802136, 33.715127)
H (-16.011179, -75.017288, 31.617341)
H (-16.072416, -73.576726, 29.634563)
H (-15.157122, -70.705245, 30.673518)
H (-14.667861, -71.324940, 33.350316)
C (-21.701365, -68.758826, 28.745203)
N (-23.151735, -68.899238, 28.690872)
O (-23.882977, -67.942090, 28.938689)
O (-23.472005, -69.989709, 28.137793)
H (-21.391851, -68.855544, 27.806948)
H (-21.331394, -69.511129, 29.547188)
H (-21.428512, -67.641465, 28.930860)
C (-20.855097, -65.892692, 24.498479)
N (-19.967571, -66.062774, 25.641528)
O (-18.823753, -66.346084, 25.362846)
O (-20.497603, -66.274170, 26.686840)
H (-20.514942, -65.087318, 23.740692)
H (-21.743640, -65.644880, 24.766805)
H (-20.464853, -66.757005, 24.014186)
C (-18.165618, -65.371847, 36.302723)
N (-19.045278, -66.098313, 35.310731)
O (-19.942089, -65.474864, 35.012477)
O (-18.473710, -67.050853, 34.708681)
H (-18.698153, -65.128796, 37.374952)
H (-17.638397, -64.417346, 36.012948)
H (-17.296175, -66.061181, 36.541052)
C (-14.026664, -62.667302, 31.684745)
N (-15.360863, -62.382635, 32.359286)
O (-15.414122, -62.693830, 33.596683)
O (-16.233409, -61.835350, 31.733691)
H (-14.338796, -63.304206, 30.699011)
H (-13.204554, -63.004374, 32.252273)
H (-13.661045, -61.640829, 31.390630)
C (-20.107313, -73.346889, 32.386575)
N (-19.557897, -71.891597, 32.410568)
O (-19.210319, -71.376530, 31.394425)
O (-20.004162, -71.278241, 33.495951)
H (-19.742477, -73.698848, 31.468723)
H (-21.331424, -73.279358, 32.136205)
H (-20.008194, -73.595126, 33.367250)
C (-21.345892, -68.625596, 33.864289)
N (-22.064861, -68.849607, 32.628473)
O (-21.743211, -68.131440, 31.664716)
O (-22.878184, -69.681490, 32.553485)
H (-21.876170, -67.971043, 34.569717)
H (-20.226819, -68.540044, 33.589186)
H (-21.538511, -69.545053, 34.480429)
C (-14.306063, -65.915841, 34.534650)
N (-14.508177, -65.941735, 32.939948)
O (-15.420824, -66.561895, 32.414399)
O (-13.559123, -65.548191, 32.348119)
H (-13.494788, -65.213889, 34.696607)
H (-14.168447, -67.036274, 34.551554)
H (-15.160516, -65.648787, 34.943221)

Force components x, y, z for each atom (eV/Å):
C -0.9 -3.5 5.4
C -1.0 -1.1 -0.5
C -6.8 1.8 -3.8
C 1.0 4.5 -3.0
C 0.4 1.4 -2.1
C 3.2 -3.7 -2.1
N 2.5 3.6 0.3
O -3.3 -3.3 1.2
C 2.0 -1.6 -2.2
C -0.3 -1.4 0.9
C 3.6 2.5 -2.5
H 0.6 -1.1 -1.3
H -0.8 -1.2 -1.3
H 1.4 5.1 -3.2
H 1.0 0.0 -0.7
H 4.7 -0.3 4.2
H 0.9 0.7 0.2
H -1.7 -6.1 4.7
H 0.8 0.3 0.7
H -1.6 0.2 -1.8
H -0.4 2.3 2.0
H 0.6 0.1 0.2
H -3.2 -0.3 0.2
H 0.6 1.2 -0.8
H -1.7 1.6 1.1
H 1.0 -0.1 -0.1
H -4.2 0.6 1.5
H -1.2 -1.8 0.2
H 2.9 -0.4 2.4
N 2.3 -1.2 3.5
C -0.8 -1.7 2.9
C 1.7 4.7 -4.3
C -2.4 -0.5 -1.6
C -0.7 -0.1 3.0
H -0.4 -0.2 -1.0
H 0.9 2.3 1.0
H 0.0 -0.7 -0.3
H -0.2 -0.3 -1.9
H -0.7 -2.4 -1.2
N -2.6 3.4 2.0
C 0.7 2.6 4.1
C 3.0 -4.1 -1.2
C -0.4 -3.5 -6.4
C -1.0 1.9 4.0
H 0.8 -1.8 -1.7
H 0.8 0.4 0.0
H -0.3 -0.4 -0.6
H 0.8 0.7 1.3
H -1.7 0.9 -1.5
N 1.0 -2.3 14.5
C -1.3 0.2 2.1
C -2.5 1.0 -8.6
C 1.7 0.7 -3.3
C 0.5 0.5 1.4
H 0.5 0.8 -10.8
H -1.7 0.1 1.6
H 2.1 -0.6 3.1
H 1.1 0.0 -1.0
H -1.3 -0.3 1.2
N -0.6 -0.4 0.8
C 0.3 6.7 -2.8
C 1.2 -2.0 3.0
C -0.4 -6.2 4.5
C -1.1 0.2 -6.9
H 0.2 0.4 -0.6
H -0.2 -1.5 0.4
H 0.4 2.2 0.9
H -0.1 0.4 -0.4
H 0.3 0.2 1.0
C 0.3 2.3 5.4
N -1.4 -0.8 -2.3
O 0.8 -1.8 0.0
O -0.3 2.3 1.7
H 1.5 -1.4 -3.8
H -0.3 1.5 -1.7
H -0.7 -2.1 0.6
C 6.6 1.5 -3.8
N 0.1 -0.9 -1.1
O 1.1 0.6 0.4
O -0.5 0.4 2.1
H 0.0 -0.9 1.6
H -5.9 0.4 1.7
H -1.5 -1.2 -1.0
C 1.9 -0.6 4.5
N 8.4 -1.3 0.7
O -6.6 2.1 -2.4
O -1.9 1.0 1.1
H 0.9 -0.8 -3.0
H -1.4 -0.9 -0.7
H -1.3 0.6 -0.2
C -1.7 1.3 -3.9
N 1.2 -0.8 3.2
O -0.3 0.6 -3.0
O 0.5 -0.5 0.3
H 1.1 1.5 2.5
H 0.0 -1.2 1.2
H -0.8 -1.0 -0.3
C -3.6 3.6 -2.7
N -5.2 0.8 3.2
O 0.9 0.3 0.3
O 2.7 -1.5 -3.6
H 1.2 -1.6 -0.4
H 3.3 0.4 0.9
H 0.7 -2.0 2.3
C 1.4 -2.0 2.0
N 1.8 3.0 -1.7
O 0.1 -0.2 0.8
O -2.4 -2.5 0.1
H 0.5 1.0 -1.0
H -2.1 0.4 1.0
H 0.8 0.3 -1.0
C 2.6 -2.7 -4.5
N 0.0 -0.8 1.8
O -0.4 0.5 0.8
O 1.2 1.0 -1.2
H 0.1 -0.5 0.1
H 0.5 1.4 1.1
H -4.1 1.2 2.0

Here are the Löwdin charges for atoms 1 to 4, given in e: 0.065, -0.353, -0.078, -0.158

***

[2]
Computed, not measured: a structure of composition C32H60Cl24Mg2O8 in a non-equilibrium geometry, with wB97M-V/def2-TZVPD.

Values from the calculation:
Multiplicity: 1
Molar mass in g/mol: 1472.31
Electronic energy in Ha: -13302.48140

Geometry (Å):
Mg (-2.066573, -0.006702, 2.519080)
Mg (-0.480682, 2.940241, 1.849145)
C (-3.437155, -2.906649, 4.683017)
C (-2.865067, -1.823162, 3.783840)
O (-1.706767, -1.429675, 3.794860)
O (-3.581625, -1.245912, 2.927526)
H (-3.558354, -3.850514, 4.151472)
H (-4.344070, -2.591990, 5.199336)
H (-2.859039, -2.873645, 5.606491)
C (0.282420, 0.049939, -1.196479)
C (-0.321568, 0.569792, 0.066340)
O (-1.092976, -0.181139, 0.722344)
O (-0.063932, 1.753272, 0.397275)
H (-0.427399, -0.509125, -1.806141)
H (1.169753, -0.555749, -1.012426)
H (0.738112, 0.826247, -1.811138)
C (0.800232, 1.344773, 5.212151)
C (0.224879, 1.954828, 3.944726)
O (-0.616116, 1.341060, 3.208097)
O (0.606685, 3.071924, 3.490348)
H (0.766060, 1.968526, 6.105382)
H (1.857369, 1.106243, 5.095165)
H (0.316508, 0.383737, 5.386850)
C (-4.667997, 3.504943, 2.185617)
C (-3.323855, 2.883295, 2.045894)
O (-2.313716, 3.623321, 1.893070)
O (-3.134460, 1.660959, 2.082853)
H (-5.245907, 3.332996, 1.277568)
H (-4.541216, 4.562538, 2.416959)
H (-5.344882, 2.989176, 2.866732)
Cl (0.197889, 4.947715, 0.777558)
C (1.656798, 5.741899, 1.027941)
C (1.390179, 7.186808, 1.156739)
Cl (0.673926, 7.880681, -0.390818)
H (2.375227, 5.469143, 0.254907)
H (2.095572, 5.378282, 1.957111)
H (2.317530, 7.730569, 1.336864)
H (0.727272, 7.458219, 1.978318)
Cl (2.020045, -1.190163, 1.712413)
C (1.821240, -2.113304, 3.187208)
C (2.993441, -3.123890, 3.380014)
Cl (3.093577, -4.506490, 2.217315)
H (0.854506, -2.601653, 3.064538)
H (1.799037, -1.369540, 3.983715)
H (2.755330, -3.567121, 4.346941)
H (3.997785, -2.700991, 3.403361)
Cl (2.366825, 4.324314, -5.684877)
C (1.111580, 3.383567, -4.862154)
C (0.995358, 3.858122, -3.440696)
Cl (0.591415, 5.544234, -3.169930)
H (1.328670, 2.316857, -4.917723)
H (0.165148, 3.449322, -5.398850)
H (1.883151, 3.664862, -2.838540)
H (0.168344, 3.274456, -3.036371)
Cl (-2.150137, 1.259990, -4.485592)
C (-3.505148, 2.395765, -4.898713)
C (-3.966475, 3.291932, -3.706855)
Cl (-2.683650, 4.236721, -2.903400)
H (-4.333115, 1.804177, -5.289362)
H (-3.258858, 3.054758, -5.731275)
H (-4.389051, 2.718246, -2.881991)
H (-4.729386, 3.990612, -4.050245)
Cl (3.858697, 2.612065, 1.905436)
C (5.412771, 3.521745, 1.829505)
C (5.487549, 4.671013, 2.841393)
Cl (5.575794, 3.987041, 4.514660)
H (5.492986, 3.875606, 0.801665)
H (6.202234, 2.791148, 2.005751)
H (4.662435, 5.382586, 2.872191)
H (6.404275, 5.221129, 2.629033)
Cl (6.530731, 0.008966, 0.199906)
C (4.836306, -0.424732, 0.061460)
C (4.678993, -1.819802, -0.507270)
Cl (5.599346, -2.156679, -1.996217)
H (4.361542, 0.286405, -0.614548)
H (4.313505, -0.356954, 1.015490)
H (3.636571, -2.071219, -0.702865)
H (4.961458, -2.559960, 0.241379)
Cl (2.180877, -4.128800, -1.392729)
C (0.456053, -3.906592, -0.920226)
C (-0.374788, -5.057813, -1.588936)
Cl (0.223386, -6.688387, -1.195513)
H (0.080759, -2.988843, -1.372992)
H (0.428949, -3.987008, 0.166458)
H (-0.397151, -5.009529, -2.677628)
H (-1.396126, -4.963369, -1.220094)
Cl (-4.423154, -4.126622, -0.707250)
C (-3.801944, -2.461590, -0.423021)
C (-4.376490, -1.537222, -1.472589)
Cl (-3.771654, 0.112538, -1.108103)
H (-2.728638, -2.412602, -0.606623)
H (-4.050393, -2.209398, 0.607887)
H (-5.453371, -1.547332, -1.304298)
H (-4.136764, -1.815245, -2.498913)
Cl (-0.687793, -2.925828, -4.791650)
C (0.907370, -2.713962, -5.539053)
C (1.977419, -3.555905, -4.843012)
Cl (1.716402, -5.326087, -4.745208)
H (1.182773, -1.663771, -5.442306)
H (0.827132, -2.944669, -6.601330)
H (2.241232, -3.153015, -3.865165)
H (2.830499, -3.312520, -5.476358)
Cl (-1.834877, -4.366712, 1.518506)
C (-0.952463, -5.815166, 1.922288)
C (-0.943069, -6.131305, 3.429516)
Cl (-0.109708, -4.865158, 4.381681)
H (0.058530, -5.860378, 1.517391)
H (-1.439796, -6.613380, 1.362430)
H (-0.464716, -7.101781, 3.561614)
H (-1.984639, -6.227826, 3.735994)
Cl (3.634444, 1.144586, -3.207883)
C (4.927524, 0.985699, -4.431216)
C (4.941368, -0.392419, -5.105784)
Cl (3.506038, -0.632221, -6.180640)
H (5.792141, 1.026007, -3.768717)
H (4.884235, 1.844380, -5.101211)
H (4.944971, -1.238837, -4.419002)
H (5.828894, -0.459861, -5.734952)
Cl (-7.811788, -1.601089, 0.467105)
C (-6.964486, -1.368704, 2.067992)
C (-6.201000, -0.066864, 1.981010)
Cl (-7.228041, 1.293957, 1.285600)
H (-6.240774, -2.157710, 2.272502)
H (-7.698839, -1.243393, 2.863687)
H (-5.323363, -0.144225, 1.339232)
H (-5.923054, 0.265969, 2.981039)

Force components x, y, z for each atom (eV/Å):
Mg 0.5 1.5 -1.3
Mg -0.7 -0.7 0.1
C 0.3 1.3 1.1
C -2.0 -0.6 -0.5
O 3.7 -0.5 2.0
O -2.5 -0.2 -0.8
H 0.2 0.1 0.4
H -0.8 0.1 -1.1
H 1.0 -1.1 -0.4
C 0.8 0.0 -0.9
C -0.9 -0.3 0.5
O 0.2 -0.2 0.0
O 0.5 0.4 -0.3
H 0.0 -0.1 0.2
H -0.2 -0.5 0.5
H -0.5 0.4 0.1
C -0.1 -0.5 -0.2
C 0.3 0.4 -0.7
O -0.1 -0.8 1.0
O 0.7 0.1 1.1
H -0.4 0.2 -0.3
H 0.1 0.3 -0.4
H -0.2 0.2 0.1
C -0.6 0.0 -0.1
C 1.2 -0.1 0.2
O 0.1 1.5 -0.1
O -1.1 -2.0 0.3
H 0.3 0.4 -0.4
H -0.3 -0.1 -0.1
H 0.5 0.0 0.6
Cl -2.4 -0.9 -1.1
C 2.3 0.1 0.8
C 0.2 1.9 -0.6
Cl 0.4 -0.3 1.0
H -0.2 0.3 -0.2
H -0.1 0.0 0.2
H 0.0 0.0 -0.2
H -0.2 -0.3 -0.2
Cl 0.1 0.6 -0.9
C 0.9 -0.9 -0.4
C -1.1 0.0 0.6
Cl -0.4 0.7 0.1
H 0.2 -0.1 0.5
H 0.0 -0.4 0.2
H 0.4 -0.2 0.0
H -0.3 0.3 0.0
Cl 0.3 -0.1 -0.5
C -0.3 0.2 -0.1
C -0.4 -1.3 0.6
Cl -0.1 0.5 -0.3
H 0.5 0.1 0.3
H 0.0 0.6 0.0
H 0.0 -0.1 -0.3
H 0.0 0.0 0.3
Cl -0.6 0.7 -0.3
C -0.2 0.8 0.6
C 0.0 -1.0 0.0
Cl 0.1 0.0 -0.4
H 0.0 -0.2 0.5
H 0.7 -0.1 0.1
H -0.1 -0.3 -0.3
H 0.1 0.0 -0.1
Cl 0.1 0.2 0.0
C -0.4 0.2 0.1
C 0.2 -0.7 0.1
Cl 0.1 0.3 -0.4
H 0.0 0.2 0.1
H -0.1 0.2 0.1
H -0.1 -0.3 -0.4
H 0.1 0.0 0.3
Cl 0.5 0.4 0.4
C -0.8 -0.2 -1.0
C -0.4 -0.6 0.8
Cl -0.1 0.1 0.1
H 0.2 0.1 0.0
H 0.4 -0.1 0.0
H 0.0 0.4 -0.2
H 0.4 0.0 -0.1
Cl -0.1 0.4 0.1
C -0.2 -1.9 -1.3
C 0.2 0.9 0.5
Cl 0.0 0.0 0.1
H 0.2 0.2 0.5
H -0.1 0.4 -0.3
H 0.2 0.3 0.1
H 0.0 -0.2 0.0
Cl 0.1 0.2 -0.1
C 0.7 -0.1 -0.8
C -1.1 0.0 0.9
Cl -0.1 -0.1 -0.2
H 0.2 -0.5 0.6
H 0.0 0.2 -0.2
H -0.1 0.4 -0.5
H 0.1 0.0 0.2
Cl -0.4 0.1 0.1
C 0.1 -0.5 0.4
C 0.4 1.0 -0.7
Cl 0.0 0.8 -0.2
H 0.0 -0.2 0.1
H -0.1 -0.2 0.1
H -0.4 -0.3 0.1
H 0.4 -0.7 0.1
Cl -0.1 0.8 0.1
C 0.6 -1.4 0.5
C -0.5 0.0 -1.2
Cl -0.3 -0.4 -0.1
H 0.1 0.8 0.1
H -0.2 -0.2 0.4
H 0.2 0.2 0.2
H 0.2 0.2 0.4
Cl -0.6 0.0 -0.1
C 0.3 -0.9 0.7
C -0.3 0.5 -0.3
Cl 0.4 0.2 0.1
H 0.4 0.1 -0.5
H -0.1 -0.3 0.0
H -0.1 0.4 0.2
H -0.1 0.0 -0.1
Cl 0.4 -0.7 0.8
C -0.2 1.1 -0.6
C -0.1 0.7 -0.3
Cl 0.4 -0.5 0.5
H -0.3 -0.2 -0.2
H -0.2 -0.5 -0.3
H -0.1 0.2 0.1
H 0.2 -0.1 -0.2

Here are the Löwdin charges for atoms 1 to 4, given in e: 0.702, 0.523, 0.020, -0.698

***

no.,LUMO (eV),E_HOMO (Ha)
1,-4.73,-0.3528
2,0.13,-0.3689